DFT (the ωB97M-V functional and the def2-TZVPD basis) results for 10 unconnected molecules or ions with the total composition C8H38N2O10 in a non-equilibrium geometry.

Output
**E_LUMO**: 0.022 eV
**Total charge**: 0
**Largest force on an atom**: 3.95 eV Å⁻¹
**Structure (SMILES)**: COC[C@H](C)N.COC[C@H](C)N.O.O.O.O.O.O.O.O

Last column: Mulliken charge in e.
Positions of all 58 atoms, in Å:
1 O -0.63 0.15 -1.74  -0.71
2 O 0.16 -1.25 2.66  -0.66
3 O 1.12 -1.65 -0.28  -0.55
4 O -3.53 -1.70 0.08  -0.31
5 O -3.85 1.08 2.53  -0.73
6 O 6.13 0.28 -0.65  -0.37
7 O -1.86 2.73 3.34  -0.65
8 O -1.07 0.72 1.04  0.27
9 O 0.47 3.22 1.03  -0.57
10 O -2.03 3.42 -0.45  -0.65
11 N 4.07 -1.14 0.91  -0.72
12 N -3.41 -0.21 -2.30  -0.78
13 C 3.30 0.96 1.86  -1.38
14 C -2.90 -2.23 -1.14  -0.02
15 C 5.70 0.63 -1.96  -0.65
16 C -3.61 -1.60 -2.36  0.28
17 C -3.32 -2.53 1.25  -0.75
18 C 4.07 0.24 0.64  0.99
19 C 5.50 0.85 0.51  -0.71
20 C -3.06 -2.04 -3.67  -1.59
21 H -2.23 3.27 -1.37  0.30
22 H 5.65 1.93 0.47  0.37
23 H -2.88 3.57 -0.04  0.28
24 H -4.70 -1.71 -2.37  0.41
25 H 2.22 0.90 1.71  0.16
26 H 6.47 0.28 -2.65  0.26
27 H -3.74 -2.09 2.16  0.23
28 H -0.46 -0.60 -2.32  0.23
29 H 0.23 0.42 -1.43  0.23
30 H -0.57 1.54 1.07  0.10
31 H -2.42 -0.22 -2.09  0.28
32 H -1.21 2.91 2.67  0.31
33 H 3.51 0.55 2.85  0.37
34 H -3.14 0.63 2.08  0.32
35 H -2.60 2.35 2.86  0.35
36 H -3.29 -3.08 -3.90  0.42
37 H 1.15 3.59 0.47  0.27
38 H -3.43 -1.43 -4.49  0.41
39 H 4.59 -1.60 0.18  0.31
40 H 3.52 2.02 1.87  0.37
41 H 3.13 -1.49 0.96  0.17
42 H 0.06 -0.81 3.51  0.31
43 H 6.13 0.52 1.34  0.29
44 H -1.34 0.63 0.13  0.05
45 H 5.54 1.69 -2.17  0.31
46 H -1.85 -1.92 -1.13  -0.16
47 H 4.82 0.06 -2.23  0.23
48 H -3.81 -3.50 1.15  0.34
49 H -1.98 -2.09 -3.82  0.24
50 H 1.60 -2.32 0.21  0.30
51 H -3.75 0.10 -1.41  0.36
52 H 0.20 -1.84 -0.11  0.24
53 H -2.91 -3.30 -1.31  0.44
54 H -2.24 -2.67 1.23  0.27
55 H 3.48 0.46 -0.24  -0.01
56 H -0.04 -0.57 2.02  0.27
57 H -0.34 3.33 0.53  0.30
58 H -4.63 0.55 2.34  0.33

DFT (the ωB97M-V functional and the def2-TZVPD basis) results for C2H2N2O3 in the gas phase in a non-equilibrium geometry.

Output
**E_LUMO (alpha / beta)**: -1.831 / -1.831 eV
**Total charge**: 0
**Largest force on an atom**: 6.85 eV Å⁻¹
**Structure (SMILES)**: O=C/N=[N+](\[O-])C=O

Last column: Mulliken charge in e.
Positions of all 9 atoms, in Å:
1 O 0.90 0.22 0.40  -0.53
2 O -0.71 -3.01 -1.41  -0.41
3 O -1.06 2.04 -0.83  -0.38
4 N 0.22 0.15 -0.93  0.63
5 N -0.36 -0.84 -1.38  -0.39
6 C -0.68 -2.06 -0.70  0.26
7 C 0.06 1.64 -1.02  0.22
8 H 1.03 2.28 -1.06  0.30
9 H -0.90 -1.78 0.38  0.31

DFT (the ωB97M-V functional and the def2-TZVPD basis) results for a molecular structure, C6H9N3O2 in a non-equilibrium geometry.

Output
**E_LUMO**: 0.640 eV
**Total charge**: 0
**Largest force on an atom**: 3.99 eV Å⁻¹

Last column: Mulliken charge in e.
Positions of all 20 atoms, in Å:
1 O -3.07 1.70 0.20  -0.58
2 O -2.85 -0.25 1.39  -0.55
3 N -2.48 -1.82 -0.52  -0.66
4 N -0.41 1.27 -1.21  0.02
5 N 0.08 -0.25 0.20  -0.10
6 C 2.20 0.43 1.33  -1.08
7 C -2.83 0.58 0.55  0.82
8 C 1.02 0.71 0.39  0.45
9 C -0.87 0.08 -0.72  0.08
10 C 0.80 1.59 -0.61  -0.49
11 C -2.15 -0.46 -0.96  -0.49
12 H -2.76 -0.12 -1.80  0.43
13 H -0.28 -0.87 0.88  0.31
14 H -3.38 -2.12 -0.74  0.27
15 H 1.24 2.63 -0.79  0.29
16 H -2.31 -1.80 0.45  0.30
17 H 2.77 1.35 1.26  0.32
18 H 1.70 0.27 2.33  0.28
19 H 2.48 -0.54 0.95  0.32
20 H -0.78 1.75 -1.93  0.07